DFT (ωB97M-V/def2-TZVPD) results for a 2-piece molecular cluster, H7N5S2 overall in a non-equilibrium geometry.

Each atom is followed by the atoms it is bonded to, with distances in Å.
CARTESIAN COORDINATES (ANGSTROEM)
1 N 2.63 -0.86 0.84  S6 1.556, H8 1.068
2 N -0.93 1.27 -0.08  S7 1.714, H9 0.980, H11 1.037
3 N 1.94 1.39 0.01  S6 1.616, H10 0.969
4 N -2.51 -0.59 -0.08  S7 1.678, H12 0.949, H13 1.071
5 N 0.07 -1.19 -0.67  S7 1.571, H14 0.978
6 S 2.24 -0.12 -0.47  N1 1.556, N3 1.616
7 S -0.88 -0.41 0.29  N2 1.714, N4 1.678, N5 1.571
8 H 2.82 -1.89 0.67  N1 1.068
9 H -1.59 1.74 0.48  N2 0.980
10 H 2.04 1.69 0.93  N3 0.969
11 H 0.03 1.64 -0.05  N2 1.037
12 H -3.07 -0.33 -0.80  N4 0.949
13 H -2.92 -1.35 0.55  N4 1.071
14 H 0.13 -0.99 -1.63  N5 0.978

Properties
Orbital gap in eV: 9.019
E in Ha: -1074.1949

Mulliken atomic charge list, values in e, 2 entries:
1. N -0.49
2. N -0.52